Entry from the OMol25 dataset: a molecular structure, C3H5NO2 (ωB97M-V with the def2-TZVPD basis set).

CARTESIAN COORDINATES (ANGSTROEM)
N  1.55611  0.91903  0.08892
C  1.69103  0.09737  -0.76211
O  0.34542  -1.08309  -0.95152
C  -0.47301  -1.02857  0.01977
C  -1.02224  0.85956  0.56811
O  -1.59741  0.92604  1.62160
H  0.23674  0.64833  0.50471
H  2.31150  -0.29072  -1.55117
H  -0.17560  -1.36030  1.02460
H  -1.53685  -1.11837  -0.22657
H  -1.33570  1.43073  -0.33633

Atomic forces in eV per Å
N 0.0 -0.6 -0.6
C 0.1 0.7 0.6
O -0.2 -0.1 0.2
C 0.2 0.0 0.0
C -0.4 0.1 0.4
O 0.3 0.0 -0.5
H 0.2 -0.2 -0.1
H -0.1 0.0 0.1
H 0.0 0.0 -0.1
H 0.1 0.1 0.0
H 0.0 0.0 0.1

The value obtained for the total energy is -322.37678 Eh. The calculation puts the strongest force on any atom at 0.93 eV/A. The value obtained for the energy relative to the best compared isomer or geometry (same formula, charge and spin) is 5.376 eV.

These are the Löwdin partial charges, in e, on atoms 1 to 8: 0.09 -0.11 -0.12 -0.19 -0.25 0.04 0.05 0.11